*A*
A cluster of 3 separate species, C2H5IO2S in total. Source: the OMol25 dataset; level of theory: ωB97M-V/def2-TZVPD.

Output
- highest occupied orbital energy (eV) = -10.35
- HOMO-LUMO gap (eV) = 9.1962

ORCA input file:
```
! RIJCOSX wB97M-V def2-TZVPD def2/J DEFGRID3
* xyz 0 1
C -1.063 1.722 -0.021
C -0.707 2.699 -0.751
O -0.470 -1.423 0.502
O 1.974 -1.064 0.273
S 0.835 -1.344 1.103
I 0.711 -4.910 0.381
H -2.048 1.835 0.370
H 2.131 -4.603 -0.253
H -0.312 0.888 0.196
H 0.314 2.726 -1.052
H -1.365 3.473 -0.748
*
```

*B*
A cluster of 3 separate species, C2H5IO2S in total. Source: the OMol25 dataset; level of theory: ωB97M-V/def2-TZVPD.

Output
- highest occupied orbital energy (eV) = -10.10
- HOMO-LUMO gap (eV) = 9.0493

ORCA input file:
```
! RIJCOSX wB97M-V def2-TZVPD def2/J DEFGRID3
* xyz 0 1
C -0.979 -0.306 -1.284
C -0.353 0.340 -0.355
O 1.599 0.819 2.499
O 2.905 1.719 0.637
S 1.732 1.779 1.436
I 1.302 3.985 -1.805
H -0.537 -1.241 -1.426
H 2.421 4.150 -0.733
H -1.862 -0.104 -1.772
H -0.792 1.235 0.095
H 0.430 -0.165 0.157
*
```

*B* ends up most stable, edging out the next structure by 0.235 eV.